Molecular formula: C3H5NO2
Method: DFT, ωB97M-V/def2-TZVPD

Results
**Relative energy (zero: lowest compared OMol25 entry of this formula, charge and spin)**: 23.9 kJ/mol
**Frontier orbital gap**: 10.73 eV
**Strongest force on any atom**: 0.99 eV/Å
**LUMO energy**: 0.7 eV
**HOMO level**: -10.064 eV
**Molar mass**: 87.1 g/mol

Element x y z (Å)
C -1.6796 0.1240 -0.0930
C -0.2931 0.4920 0.2376
O -0.0184 1.5792 0.6834
N 0.6587 -0.5469 0.0219
C 1.9600 -0.1718 -0.0527
O 2.8705 -0.9053 -0.3252
H -1.7146 -0.2498 -1.1134
H -2.3223 0.9919 0.0396
H -1.9775 -0.6788 0.5794
H 0.5030 -1.5397 -0.1396
H 2.0133 0.9052 0.1621

Cartesian forces (eV/Å) of the 2 atoms listed first:
C -0.51 -0.30 -0.16
C -0.15 -0.43 0.38